Record 1
# C39H87ClN5O2S

A cluster of 4 separate species, C39H87ClN5O2S in total in a non-equilibrium geometry (ωB97M-V/def2-TZVPD, the OMol25 dataset).

Values from the calculation:
E_HOMO, eV: -9.3
Molecular weight, g mol⁻¹: 725.7

ORCA input file:
```
! wB97M-V def2-TZVPD RIJCOSX def2/J DEFGRID3
* xyz 1 1
C -0.6617 2.8066 1.9144
C -1.1252 4.1858 1.4290
C -0.4762 4.7106 0.1392
C -1.2929 4.4052 -1.1517
C -1.3050 5.6152 -2.0986
C -0.9897 3.0368 -1.8004
C -2.2535 2.4003 -2.3757
C -2.0955 0.8915 -2.6048
C -3.3303 0.3898 -3.3677
C -3.5228 -1.1280 -3.2748
C -3.6750 -1.6470 -1.8422
C -3.1061 -3.0730 -1.6909
S -1.8911 -3.1899 -0.4148
O -0.7454 -2.4373 -0.8321
O -1.6953 -4.5542 -0.0571
Cl -2.7305 -2.2646 1.1812
C -0.8221 0.6612 -3.4348
C 0.3884 1.4765 -3.0166
N 0.1346 2.9455 -2.8479
C 1.3917 3.6922 -2.4477
C 2.5301 2.9842 -1.6997
C 3.4816 2.1557 -2.5754
C 2.2151 2.2754 -0.3670
N -0.4305 3.6039 -4.0318
C -0.1299 3.2564 -5.2257
C 1.1793 2.7708 -5.7946
C -1.2018 3.4832 -6.2432
H -0.6038 2.0565 1.1253
H -1.3860 2.4248 2.6363
H 0.2796 2.8819 2.4572
H -2.2145 4.1997 1.3543
H -0.8790 4.8944 2.2219
H -0.4601 5.7984 0.2248
H 0.5664 4.4050 0.0588
H -2.3145 4.3397 -0.7766
H -2.1316 5.5243 -2.8055
H -0.4135 5.7261 -2.7100
H -1.4700 6.5355 -1.5418
H -0.6837 2.3478 -1.0126
H -2.5915 2.8881 -3.2888
H -3.0471 2.5290 -1.6381
H -1.9906 0.3953 -1.6393
H -3.2284 0.6652 -4.4197
H -4.2157 0.8993 -2.9776
H -4.4347 -1.3810 -3.8200
H -2.7115 -1.6241 -3.8126
H -3.1868 -0.9979 -1.1204
H -4.7258 -1.7041 -1.5653
H -2.5684 -3.4013 -2.5807
H -3.8826 -3.8115 -1.5009
H -1.0706 0.7700 -4.4941
H -0.5126 -0.3822 -3.3242
H 0.7472 1.0899 -2.0644
H 1.1948 1.2974 -3.7063
H 1.1097 4.5842 -1.9049
H 1.8359 4.0841 -3.3629
H 3.1617 3.8331 -1.4166
H 4.4057 2.0197 -2.0129
H 3.1101 1.1487 -2.7684
H 3.7269 2.6692 -3.5054
H 1.1759 2.3232 -0.0630
H 2.4979 1.2223 -0.4359
H 2.8223 2.6849 0.4399
H 1.6635 3.6321 -6.2559
H 1.8461 2.3183 -5.0752
H 0.9898 2.0237 -6.5659
H -0.8019 3.9916 -7.1209
H -1.5286 2.4975 -6.5840
H -2.0411 4.0300 -5.8249
C 0.7620 -6.3116 1.7777
C 1.6861 -5.8578 2.8969
N 2.6428 -4.8471 2.4783
C 3.6957 -4.6164 3.4522
C 3.3091 -4.0314 4.8166
C 2.0805 -3.6579 1.8644
C 1.0730 -2.8320 2.6776
H 1.3372 -6.6639 0.9202
H 0.1371 -7.1340 2.1300
H 0.0937 -5.5195 1.4416
H 2.2583 -6.7224 3.2432
H 1.0718 -5.5324 3.7523
H 4.4518 -3.9745 2.9907
H 4.1933 -5.5760 3.6218
H 3.0815 -2.9676 4.7578
H 4.1459 -4.1410 5.5091
H 2.4547 -4.5468 5.2559
H 1.5967 -3.9527 0.9295
H 2.9101 -3.0147 1.5575
H 0.3423 -3.4645 3.1845
H 0.5213 -2.1652 2.0095
H 1.5600 -2.2062 3.4245
C 2.9363 6.2526 2.4215
C 4.3352 5.8098 2.8258
N 5.0026 5.0216 1.8029
C 6.2116 4.3639 2.2759
C 7.3899 5.2419 2.7106
C 5.0923 5.6425 0.4941
C 5.8087 6.9929 0.3648
H 2.3242 5.3920 2.1398
H 2.4528 6.7547 3.2599
H 2.9503 6.9565 1.5882
H 4.2529 5.1842 3.7180
H 4.9136 6.6972 3.1239
H 6.5492 3.6725 1.4984
H 5.9242 3.7325 3.1219
H 7.9144 5.6760 1.8606
H 8.1136 4.6333 3.2551
H 7.0780 6.0473 3.3758
H 4.0699 5.7611 0.1187
H 5.5602 4.9260 -0.1887
H 5.5338 7.6796 1.1661
H 5.5336 7.4660 -0.5799
H 6.8916 6.8843 0.3636
C -6.4239 -9.3357 1.4368
C -5.1871 -8.5524 1.8495
N -5.0535 -7.2829 1.1555
C -3.7531 -6.6603 1.3348
C -3.3521 -6.2029 2.7430
C -6.1971 -6.3935 1.2494
C -6.6631 -5.9561 2.6454
H -6.4438 -9.4883 0.3569
H -6.4170 -10.3134 1.9194
H -7.3468 -8.8358 1.7328
H -4.3044 -9.1500 1.6075
H -5.1917 -8.4387 2.9453
H -3.6837 -5.8087 0.6565
H -2.9998 -7.3713 0.9816
H -3.8686 -5.2904 3.0413
H -2.2819 -5.9841 2.7589
H -3.5396 -6.9707 3.4942
H -7.0400 -6.8743 0.7473
H -5.9825 -5.5058 0.6459
H -6.6819 -6.7901 3.3477
H -7.6775 -5.5567 2.5853
H -6.0338 -5.1720 3.0643
*
```

---

Record 2
# C39H90N6O6

A cluster of 6 separate species, C39H90N6O6 in total in a non-equilibrium geometry (ωB97M-V/def2-TZVPD, the OMol25 dataset).

Values from the calculation:
E_HOMO, eV: -8.0
Molecular weight, g mol⁻¹: 739.2
ΔE to the lowest compared entry with this formula, charge and spin, kcal/mol: 38.89

ORCA input file:
```
! wB97M-V def2-TZVPD RIJCOSX def2/J DEFGRID3
* xyz 0 1
C -28.9530 14.1664 -12.5707
C -27.7880 13.2003 -12.2490
C -27.4749 13.2378 -10.7600
C -28.2547 11.7906 -12.5839
C -28.1564 11.4509 -14.0706
C -26.7498 11.7675 -14.5732
C -26.3436 13.2573 -14.3726
C -24.8470 13.2635 -14.7125
C -27.0762 14.1782 -15.3702
N -26.6003 13.5734 -12.9883
O -26.0566 14.8138 -12.6213
H -28.5835 15.1535 -12.8691
H -29.5903 13.9186 -13.4245
H -29.5611 14.3578 -11.6814
H -28.3304 12.9605 -10.1387
H -26.7208 12.4847 -10.5013
H -27.0460 14.1562 -10.3563
H -27.8253 10.9749 -11.9938
H -29.3074 11.6164 -12.3212
H -28.3316 10.3777 -14.1934
H -28.9298 11.9204 -14.6855
H -26.7301 11.6745 -15.6631
H -26.0278 11.0391 -14.2058
H -24.7013 12.8678 -15.7223
H -24.2528 12.8171 -13.9209
H -24.5006 14.2822 -14.9347
H -28.1210 14.2728 -15.0810
H -27.1143 13.6765 -16.3402
H -26.5424 15.1241 -15.3905
H -25.2826 14.6355 -12.0760
C -38.0898 14.4768 -5.9235
C -36.9204 14.2692 -6.9334
C -36.9751 15.4290 -7.9025
C -35.5959 14.2304 -6.1701
C -35.3466 12.9676 -5.3570
C -35.4724 11.7457 -6.2562
C -36.8159 11.7118 -7.0103
C -36.6502 10.6426 -8.0977
C -37.9907 11.3433 -6.0966
N -37.0286 13.0092 -7.6645
O -38.1964 12.9520 -8.4708
H -38.0489 15.4828 -5.5130
H -39.0194 14.2655 -6.4532
H -38.0363 13.7300 -5.1341
H -37.9447 15.5781 -8.3819
H -36.7103 16.3813 -7.4408
H -36.3069 15.2883 -8.7611
H -34.7804 14.4862 -6.8547
H -35.5418 15.0914 -5.4911
H -34.3266 13.1011 -4.9744
H -35.8937 12.8156 -4.4265
H -35.5490 10.8625 -5.6042
H -34.6087 11.4810 -6.8666
H -35.9281 11.0441 -8.8187
H -37.5982 10.5500 -8.6280
H -36.2492 9.6844 -7.7755
H -38.0625 10.2541 -5.9998
H -38.9539 11.7824 -6.3280
H -37.7458 11.5812 -5.0537
H -37.8520 13.1396 -9.3500
C -34.0214 13.8047 -10.3932
C -33.0219 12.9188 -11.1389
C -31.7034 12.8860 -10.3418
C -33.5427 11.4806 -11.2487
C -34.5175 11.2462 -12.3838
C -33.9223 11.7555 -13.6770
C -33.5520 13.2366 -13.6301
C -32.6948 13.3957 -14.9165
C -34.7697 14.1598 -13.8060
N -32.7231 13.4535 -12.4754
O -32.2210 14.7850 -12.4413
H -33.7892 14.8585 -10.5509
H -35.0473 13.6286 -10.7277
H -33.9853 13.6106 -9.3175
H -31.9167 12.4669 -9.3609
H -30.9409 12.3518 -10.9043
H -31.4029 13.9151 -10.1243
H -32.7198 10.7631 -11.2430
H -34.0409 11.2662 -10.2938
H -34.7234 10.1792 -12.5266
H -35.5084 11.6376 -12.1304
H -34.6331 11.6248 -14.4981
H -33.0470 11.1415 -13.9001
H -33.2780 13.0271 -15.7607
H -31.7314 12.8812 -14.8680
H -32.4221 14.4244 -15.1691
H -35.6553 13.6406 -13.4180
H -35.0176 14.3651 -14.8479
H -34.7067 15.1179 -13.2928
H -31.2890 14.5691 -12.3160
C -27.6690 12.1549 -19.9116
O -28.8616 11.9429 -20.6372
C -29.8531 12.9421 -20.5917
C -30.3294 13.3529 -19.1795
C -30.8834 12.0519 -18.5909
N -31.4164 14.3341 -19.2420
H -27.8280 11.8906 -18.8584
H -27.4977 13.2394 -19.8320
H -26.8850 11.5862 -20.3937
H -29.4070 13.8536 -21.0307
H -30.6675 12.5426 -21.1912
H -29.4739 13.7630 -18.6426
H -31.2931 12.2261 -17.5855
H -30.1304 11.2888 -18.3957
H -31.7340 11.6716 -19.1564
H -32.1210 14.0125 -19.8937
H -30.9551 15.1640 -19.6106
C -31.2218 11.4361 -7.0789
O -30.3879 10.7322 -7.9593
C -30.9012 9.5195 -8.4523
C -30.4991 9.3742 -9.9154
C -30.9083 8.0865 -10.6086
N -29.0418 9.5419 -10.1087
H -32.1545 11.7523 -7.5674
H -30.7457 12.3809 -6.8227
H -31.5339 10.8978 -6.1797
H -30.5926 8.6296 -7.8873
H -32.0013 9.5066 -8.4267
H -30.9753 10.1655 -10.4936
H -31.9829 7.8888 -10.5025
H -30.3229 7.2111 -10.3238
H -30.8454 8.1400 -11.6989
H -28.8600 10.4013 -9.5772
H -28.5216 8.8956 -9.5119
C -37.7332 17.3885 -19.3295
O -37.2138 16.1276 -19.0013
C -35.9246 15.9439 -19.5428
C -35.4181 14.5268 -19.2749
C -35.0290 14.3496 -17.8311
N -34.2512 14.2329 -20.1536
H -37.6195 17.6031 -20.4037
H -37.2443 18.2036 -18.7891
H -38.8128 17.3919 -19.1889
H -36.0401 16.0439 -20.6369
H -35.2005 16.7260 -19.2725
H -36.2305 13.8550 -19.5614
H -34.7709 13.3257 -17.5624
H -35.7812 14.6894 -17.1168
H -34.1602 14.9907 -17.6364
H -34.5614 14.5782 -21.0559
H -33.5284 14.8049 -19.7278
*
```

---

Record 3
# C39H91N13O13

A cluster of 13 separate species, C39H91N13O13 in total in a non-equilibrium geometry (ωB97M-V/def2-TZVPD, the OMol25 dataset).

Values from the calculation:
E_HOMO, eV: -9.0
Molecular weight, g mol⁻¹: 950.2
ΔE to the lowest compared entry with this formula, charge and spin, kcal/mol: 313.14

ORCA input file:
```
! wB97M-V def2-TZVPD RIJCOSX def2/J DEFGRID3
* xyz 0 1
C 2.2347 -8.3111 -2.7029
O 2.5066 -7.4103 -3.5308
N 1.4708 -8.2132 -1.6221
C 1.0738 -9.3925 -0.8260
C 0.8191 -6.9695 -1.2713
H 2.4258 -9.3744 -2.9152
H 1.3798 -9.2014 0.2025
H 1.2515 -10.3832 -1.2446
H 0.0148 -9.5312 -0.6083
H 0.9748 -6.6861 -0.2303
H 1.3178 -6.1600 -1.8042
H -0.2603 -6.9058 -1.4088
C -1.7508 -9.5201 6.0689
O -2.2655 -8.9907 5.0865
N -0.6968 -8.9856 6.7538
C -0.1618 -9.4742 8.0275
C -0.1277 -7.6467 6.2443
H -1.9650 -10.4867 6.5506
H 0.4913 -10.3083 7.7711
H -0.9794 -9.8936 8.6137
H 0.3480 -8.6955 8.5949
H 0.9621 -7.6240 6.2508
H -0.5535 -7.3326 5.2913
H -0.4232 -6.8967 6.9779
C -5.2774 6.0133 5.5565
O -5.8807 6.6140 4.6418
N -3.9438 6.0186 5.6302
C -3.3264 5.5311 6.8902
C -3.1368 6.5320 4.5605
H -5.7611 5.6230 6.4653
H -3.0221 6.3789 7.5040
H -2.4365 4.9482 6.6531
H -3.9619 4.9085 7.5199
H -2.2275 5.9368 4.6441
H -3.7286 6.3461 3.6642
H -2.9249 7.5968 4.6570
C -8.7677 5.6007 -1.9201
O -7.8970 4.9464 -2.4996
N -9.6462 6.4122 -2.6049
C -10.7184 7.2179 -2.0222
C -9.6944 6.5813 -4.1002
H -8.7776 5.6626 -0.8209
H -10.5201 8.2897 -2.0229
H -10.7513 7.1462 -0.9351
H -11.7612 7.1743 -2.3367
H -10.1669 7.5042 -4.4367
H -8.6895 6.6622 -4.5146
H -10.2466 5.7717 -4.5774
C -6.2641 -1.7575 3.8474
O -7.1194 -1.0714 4.5255
N -6.1201 -3.1069 3.9246
C -5.1770 -3.8425 3.0431
C -6.6749 -3.9681 4.9323
H -5.6679 -1.2158 3.0969
H -4.2886 -4.2301 3.5418
H -4.8672 -3.1804 2.2345
H -5.6563 -4.7395 2.6510
H -7.5942 -4.3655 4.5022
H -6.0212 -4.7705 5.2742
H -7.0449 -3.3227 5.7289
C 7.9275 -2.7507 -0.5931
O 7.2992 -1.8235 -0.1937
N 7.8563 -3.2354 -1.8344
C 8.6753 -4.3517 -2.3128
C 7.0016 -2.7122 -2.8830
H 8.8039 -3.1836 -0.0864
H 8.1636 -5.2387 -2.6864
H 9.4375 -4.6524 -1.5940
H 9.1571 -4.0394 -3.2393
H 6.4353 -1.8130 -2.6403
H 7.7055 -2.3545 -3.6343
H 6.4320 -3.4998 -3.3763
C 0.8456 -0.0836 0.2419
O 0.3699 -0.5131 1.2698
N 0.3771 0.9924 -0.4217
C -0.5086 1.9665 0.0980
C 0.8746 1.0961 -1.7854
H 1.6940 -0.5601 -0.2731
H -1.4060 2.0257 -0.5179
H -0.1056 2.9793 0.1012
H -0.8650 1.5516 1.0408
H 1.3094 0.1745 -2.1725
H 0.1390 1.3990 -2.5306
H 1.6543 1.8542 -1.8599
C 5.2149 2.2180 8.3476
O 3.9883 2.4383 8.5593
N 5.6438 1.3600 7.3555
C 7.0694 1.1792 7.0535
C 4.6720 0.7721 6.3852
H 6.0121 2.6794 8.9508
H 7.8249 1.5353 7.7539
H 7.2956 1.6548 6.0992
H 7.0484 0.0976 6.9203
H 4.9273 -0.2859 6.3270
H 3.6431 0.7926 6.7444
H 4.7994 1.0788 5.3470
C -4.8369 -3.0970 -4.4938
O -5.3117 -3.9994 -3.7576
N -4.0249 -3.3559 -5.5481
C -3.7083 -2.2311 -6.4860
C -3.4457 -4.6426 -5.9300
H -5.0240 -2.0120 -4.4924
H -2.6871 -1.8956 -6.3051
H -4.2275 -1.2747 -6.5475
H -3.7425 -2.5944 -7.5131
H -3.9073 -4.9708 -6.8612
H -2.3708 -4.6710 -6.1085
H -3.5103 -5.4009 -5.1497
C 6.7222 8.6075 2.6575
O 7.3784 8.6025 3.6394
N 5.8071 7.6717 2.3188
C 5.0860 7.8243 1.0725
C 5.4283 6.5921 3.1584
H 6.8313 9.3769 1.8776
H 4.0074 7.7383 1.2043
H 5.2688 6.9824 0.4048
H 5.1650 8.8125 0.6194
H 5.1256 5.7512 2.5344
H 6.2728 6.2381 3.7497
H 4.6232 6.7799 3.8689
C 1.0681 2.8610 -10.8275
O 0.9405 2.8577 -9.6032
N -0.0227 2.7929 -11.6370
C 0.2171 2.7805 -13.0689
C -1.4018 2.6580 -11.1927
H 2.0102 3.0022 -11.3795
H 1.1347 2.2417 -13.3052
H 0.4144 3.7826 -13.4497
H -0.5444 2.2657 -13.6546
H -1.5336 2.7173 -10.1123
H -1.9439 3.5099 -11.6032
H -1.9245 1.8163 -11.6470
C 6.7163 -8.7188 4.9826
O 7.4554 -9.1785 5.8845
N 6.4420 -7.4216 4.8977
C 5.7695 -6.8302 3.7225
C 6.7839 -6.4946 6.0596
H 6.3228 -9.3843 4.1987
H 5.0276 -7.5322 3.3419
H 6.5003 -6.8213 2.9138
H 5.2600 -5.8696 3.7990
H 7.2498 -7.0255 6.8897
H 7.5633 -5.8678 5.6263
H 5.8492 -6.0693 6.4251
C -3.7615 8.5563 -7.6996
O -4.1621 9.3729 -8.5378
N -3.0642 8.8707 -6.5557
C -2.7267 10.1822 -6.0781
C -2.6839 7.8460 -5.5884
H -3.9874 7.4790 -7.7226
H -3.2219 10.4759 -5.1525
H -3.0469 10.8682 -6.8623
H -1.6604 10.3989 -6.0142
H -2.8876 6.8266 -5.9162
H -1.6012 7.8087 -5.4687
H -3.2089 8.2096 -4.7051
*
```